DFT (wB97M-V/def2-TZVPD) results for a molecular structure, C11H20Cl2OTl in a non-equilibrium geometry.

Properties
Net charge: -1
Highest occupied orbital energy (eV): -1.6
Relative energy (zero: lowest compared OMol25 entry of this formula, charge and spin) (kJ/mol): 132.06
Gap between HOMO and LUMO (eV): 4.5

```
35
Properties=species:S:1:pos:R:3:forces:R:3:lowdin_charge:R:1
Tl -0.45426 -0.36533 -0.27812 1.56 0.89 2.47 0.3923
Cl -2.36423 -1.46321 0.77409 -0.69 -0.64 0.35 -0.0497
Cl 1.35341 -1.98880 -0.96186 0.36 -0.63 -0.57 0.0371
C -1.40597 -0.88097 -2.27992 -0.37 2.32 -2.19 -0.1809
H -0.67476 -1.58437 -2.67241 -0.07 0.19 0.33 0.0261
H -2.40302 -1.24848 -2.02061 0.37 0.16 -0.13 0.0492
C 0.29745 1.49862 0.03661 2.10 0.36 2.55 -0.4030
C -1.17964 0.52455 -2.29973 -1.75 -3.12 -2.48 -0.2589
H 1.02131 1.53298 0.89384 -0.86 -0.28 -0.73 -0.0338
C -2.38745 1.41640 -2.19328 0.09 0.63 0.41 -0.2093
H -0.24062 0.94592 -2.66197 -0.13 -0.23 0.26 0.1139
C -2.03726 2.90767 -2.04140 -0.48 -0.26 0.23 -0.2322
H -3.02496 1.29088 -3.08741 0.40 -0.18 0.19 0.1198
H -2.98353 1.06836 -1.33441 0.02 0.18 -0.19 0.1148
C -1.44122 3.23013 -0.67192 0.48 0.68 -0.52 -0.2323
H -1.33970 3.20012 -2.84267 -0.17 -0.02 0.19 0.1071
H -2.95638 3.48731 -2.18127 0.01 -0.04 -0.11 0.0961
C 0.05877 2.81936 -0.58077 -0.68 -0.32 0.21 -0.3984
H -1.51897 4.31703 -0.50802 -0.09 -0.08 -0.08 0.0898
H -2.02238 2.73758 0.12054 0.30 0.06 -0.14 0.1033
H 0.50970 2.78309 -1.58660 -0.24 0.93 -0.31 0.0658
H 0.58259 3.58545 0.02570 -0.06 -0.38 -0.42 0.0934
C 2.97730 -2.37654 2.09166 -0.42 -0.05 -0.41 -0.1871
C 1.85039 -3.32963 2.53114 -0.06 0.77 0.53 -0.1646
C 0.58148 -2.60360 2.07566 -0.56 -0.11 -0.72 -0.2813
O 0.87271 -1.19651 1.89854 0.91 -0.89 0.83 -0.2995
C 2.29421 -1.00289 2.07188 -0.07 0.30 0.19 -0.2200
H 3.83184 -2.39604 2.77240 -0.03 0.02 -0.11 0.1002
H 3.29830 -2.63410 1.07872 0.04 0.04 0.15 0.0779
H 1.85145 -3.42260 3.62477 0.04 -0.12 -0.14 0.1021
H 1.93297 -4.31701 2.08242 -0.02 -0.03 0.03 0.1041
H 0.29799 -2.98079 1.07979 -0.07 0.00 0.47 0.0322
H -0.29225 -2.69710 2.74066 0.44 0.03 -0.09 0.1061
H 2.45383 -0.50129 3.04282 -0.09 0.02 -0.27 0.1166
H 2.66092 -0.35620 1.26113 -0.21 -0.18 0.23 0.1030
```
Forces are in eV/Å.


DFT (wB97M-V/def2-TZVPD) results for 8 unconnected molecules or ions with the total composition C5H26NO9 in a non-equilibrium geometry.

Properties
Net charge: +1
Highest occupied orbital energy (eV): -12.9
Relative energy (zero: lowest compared OMol25 entry of this formula, charge and spin) (kJ/mol): 182.23
Gap between HOMO and LUMO (eV): 10.6

```
41
Properties=species:S:1:pos:R:3:forces:R:3:lowdin_charge:R:1
O -0.82823 -1.78453 -2.77120 0.17 0.54 0.12 0.0916
C -1.06413 -1.65412 -1.59646 -0.21 -0.59 -1.18 -0.2326
C -0.50444 -0.61307 -0.69291 -0.35 1.36 1.23 -0.2401
C 0.75794 -1.24196 -0.07188 0.40 -0.90 0.77 -0.1364
C 1.72886 -0.27579 0.64329 -0.76 -1.74 1.24 -0.1360
C 1.08138 0.22802 1.92932 0.43 0.42 1.53 -0.2255
O 1.30065 1.66133 1.96465 -0.25 0.27 0.79 -0.1104
N -0.14822 0.69843 -1.35681 0.70 -0.56 -0.36 0.2086
H -1.71093 -2.36686 -1.08136 0.01 -0.16 0.25 0.1134
H -1.36648 -0.34576 0.00803 1.59 -0.37 -0.29 0.1481
H 1.37077 -1.86808 -0.71843 -0.25 0.55 -1.12 0.1042
H 0.40207 -2.07183 0.56722 0.07 0.80 0.44 0.1167
H 2.05196 0.54912 0.01511 -0.01 0.01 -0.01 0.0956
H 2.63367 -0.82990 0.95936 -0.38 0.17 -0.60 0.1349
H 0.02912 -0.06261 2.10440 0.22 0.67 -0.99 0.0878
H 1.47192 -0.18447 2.89006 0.46 0.14 -1.11 0.1168
H 1.85441 1.85541 2.73253 -0.26 0.01 -0.17 0.1114
H 0.45033 1.34466 -0.78217 -1.02 -0.40 -0.11 0.1002
H 0.52191 0.44543 -2.12095 -1.26 0.50 -0.09 0.1821
H -1.03890 1.18401 -1.65146 1.47 -0.39 -0.31 0.1358
H -1.79012 2.60056 -3.57005 0.23 -0.70 0.34 0.0794
H -2.12672 1.28690 -4.21042 0.10 -0.37 0.18 0.0659
O -1.66466 1.63576 -3.43641 -0.45 1.19 -0.56 -0.0537
H 4.14904 -1.82552 -2.50942 0.23 0.50 0.35 0.0412
H 2.86879 -2.33984 -2.98944 -0.15 1.11 0.71 0.0691
O 3.21430 -1.59672 -2.42803 -0.16 -1.57 -1.05 -0.0773
H -0.27520 2.93467 0.89069 -0.02 -0.46 -0.34 0.0150
H -1.66687 3.37342 0.85806 -0.57 -0.21 -0.26 0.0631
O -1.12456 2.65644 0.50885 0.29 0.65 0.56 -0.0516
H 1.73532 2.80278 0.57605 0.04 -0.18 -0.22 0.0207
H 2.30913 3.53739 -0.65466 -0.01 0.03 -0.15 0.0681
O 1.55524 3.01979 -0.35720 0.17 -0.03 0.13 -0.0588
H -1.67562 0.81641 2.71819 -0.13 -0.40 0.36 0.0366
H -2.60863 -0.46533 2.39673 0.39 0.04 0.81 0.0441
O -2.31009 0.40506 2.12958 -0.55 0.19 -1.13 -0.0525
H 0.21098 -3.00782 2.69551 -0.16 0.27 -0.23 0.0529
H 1.26196 -2.93402 3.71060 0.32 0.35 0.17 0.0626
O 0.85115 -2.37165 3.04105 -0.23 -0.93 0.19 -0.0424
H -3.85046 -1.03566 0.36712 -0.96 -0.56 -0.66 0.0456
H -4.37991 -2.30213 -0.59093 -0.64 0.73 0.36 0.0562
O -3.67671 -1.85790 -0.11622 1.47 0.00 0.40 -0.0505
```
Forces are in eV/Å.


DFT (wB97M-V/def2-TZVPD) results for 2 unconnected molecules or ions with the total composition C9H12N3 in a non-equilibrium geometry.

Properties
Net charge: +1
Highest occupied orbital energy (alpha / beta) (eV): -12.1 / -12.1
Relative energy (zero: lowest compared OMol25 entry of this formula, charge and spin) (kJ/mol): 499.89
Gap between HOMO and LUMO (alpha / beta) (eV): 7.4 / 7.4

```
24
Properties=species:S:1:pos:R:3:forces:R:3:lowdin_charge:R:1
C 0.33232 -3.07512 1.30281 -1.38 -2.25 -0.46 -0.0651
C -0.51342 -2.90943 0.17031 0.47 0.68 -0.23 -0.0799
C 0.98447 -2.02876 1.93239 0.18 -0.49 0.12 -0.0797
C -0.59644 -1.67210 -0.49183 0.36 -0.45 0.24 -0.0055
C 0.95460 -0.77929 1.34970 -1.84 -0.36 -2.02 -0.0218
C 0.20124 -0.61859 0.13368 -0.52 -1.31 -0.08 -0.2559
C 1.10070 0.24200 -2.63086 -0.46 -2.96 3.89 0.0534
C -0.76589 2.09348 0.25059 2.02 -2.57 -0.29 -0.0831
C -0.90659 3.02148 -0.83645 -2.23 2.12 1.92 -0.0374
N 0.43587 0.85241 -1.70907 0.67 0.81 -3.06 -0.0887
N 0.39795 0.63128 -0.45793 -1.67 1.95 2.11 -0.0021
N -0.87866 2.20007 1.53856 0.63 -2.37 -1.36 0.2216
H 0.38187 -4.16197 1.65280 0.15 1.87 -0.06 0.1386
H -1.08961 -3.74183 -0.27573 0.62 0.37 0.60 0.1172
H 1.54440 -2.21582 2.84228 0.02 0.05 -0.14 0.1166
H -1.22958 -1.73430 -1.49055 1.57 1.12 2.24 0.1584
H 1.46643 0.09111 1.70528 0.38 0.16 0.24 0.1083
H 1.15383 0.57643 -3.62111 -0.16 0.61 -1.10 0.0563
H 1.50264 -0.80104 -2.30157 -0.10 1.86 -1.02 0.1179
H -1.85278 2.74435 -1.45783 1.23 0.91 1.37 0.1599
H -0.84529 4.05204 -0.26958 -0.68 -1.37 -1.91 0.1478
H -0.12902 2.89634 -1.53133 1.25 -0.10 -0.74 0.0481
H -0.93896 3.00379 2.11690 -0.55 1.26 0.10 0.1353
H -0.71008 1.33346 2.07853 0.02 0.45 -0.37 0.1400
```
Forces are in eV/Å.


DFT (wB97M-V/def2-TZVPD) results for a single C20H27N3O3S molecule in a non-equilibrium geometry.

Properties
Highest occupied orbital energy (eV): -7.8
Relative energy (zero: lowest compared OMol25 entry of this formula, charge and spin) (kJ/mol): 340.00
SMILES: CCN(CCN1CCCC1)C(=O)c1cc(COc2ccccc2SC)on1
Gap between HOMO and LUMO (eV): 8.5

```
54
Properties=species:S:1:pos:R:3:forces:R:3:lowdin_charge:R:1
C 2.89267 2.91761 1.17067 0.09 -0.11 -0.24 -0.0567
C 3.05166 2.11694 -0.12098 0.27 0.00 0.44 -0.2086
N 1.79612 2.01178 -0.83980 -0.12 -0.04 -0.10 -0.0617
C 1.54008 2.98749 -1.88048 -0.04 0.05 -0.59 -0.1168
C 2.36276 2.77124 -3.17651 -0.09 0.18 0.20 -0.1735
N 2.03015 1.65758 -4.01936 -0.16 -0.16 0.16 -0.1634
C 0.67695 1.60444 -4.56435 -0.13 -0.04 -0.30 -0.1815
C 0.08962 0.27347 -4.09748 0.04 0.09 -0.05 -0.1666
C 1.32877 -0.61624 -4.06722 0.02 0.10 0.04 -0.1653
C 2.40576 0.33031 -3.53747 0.35 -0.21 0.02 -0.1788
C 0.78816 1.20202 -0.45811 0.23 0.21 -0.35 -0.4066
O -0.32713 1.23573 -0.95513 -0.20 -0.15 0.21 0.0651
C 1.06178 0.19536 0.60422 -0.07 -0.83 0.71 -0.1852
C 0.13145 -0.18477 1.60724 0.42 -0.48 0.35 0.0830
C 0.75991 -1.20521 2.25988 -0.59 0.86 -0.38 -0.2321
C 0.35797 -2.05264 3.42432 0.48 -0.22 0.06 -0.1085
O -0.99635 -1.91645 3.75205 -0.10 0.08 -0.18 -0.0935
C -1.94436 -2.36984 2.87346 -0.36 -0.11 -0.08 -0.3050
C -1.70006 -3.02268 1.67920 0.20 0.01 0.15 -0.0160
C -2.76324 -3.43659 0.88790 -0.09 -0.02 0.00 -0.0792
C -4.06245 -3.19985 1.28802 -0.02 -0.07 -0.14 -0.0916
C -4.31735 -2.54552 2.48388 0.12 0.00 -0.01 -0.0911
C -3.26678 -2.12691 3.27959 0.12 0.20 0.33 -0.4565
S -3.41867 -1.27865 4.81819 -0.31 0.14 0.25 0.9335
C -5.21894 -1.12655 5.02498 0.59 -0.17 -0.28 -0.3931
O 1.95684 -1.42673 1.69163 -0.32 -0.39 0.55 0.0357
N 2.13330 -0.55470 0.67076 0.29 0.60 -0.90 0.1195
H 2.50535 3.91267 0.96272 -0.03 0.11 0.01 0.0732
H 2.20324 2.41579 1.84594 -0.04 -0.04 0.09 0.0696
H 3.85442 3.01573 1.66659 0.09 0.04 0.11 0.0755
H 3.42601 1.11621 0.09974 0.11 0.27 -0.14 0.0990
H 3.76754 2.61599 -0.77597 -0.04 -0.11 -0.01 0.1150
H 1.76792 3.98691 -1.49489 -0.04 0.01 0.03 0.1256
H 0.47372 2.93348 -2.10799 0.14 0.14 0.04 0.1128
H 2.24393 3.68025 -3.77598 0.12 0.06 0.13 0.1203
H 3.42309 2.67783 -2.92425 0.02 0.16 -0.01 0.1118
H 0.07682 2.45995 -4.25119 0.00 0.04 0.00 0.1120
H 0.74998 1.62341 -5.66036 -0.21 0.06 0.05 0.1121
H -0.68659 -0.09907 -4.76314 -0.06 -0.01 -0.02 0.1069
H -0.32527 0.37968 -3.09492 -0.02 0.00 -0.03 0.0873
H 1.20966 -1.49265 -3.43314 0.03 -0.07 -0.03 0.1071
H 1.57798 -0.94241 -5.07793 0.02 -0.06 -0.02 0.1077
H 2.44331 0.28326 -2.44410 0.03 -0.04 -0.07 0.1005
H 3.40061 0.07726 -3.92103 -0.03 -0.11 0.13 0.1140
H -0.83337 0.23617 1.79056 -0.26 0.03 0.06 0.1343
H 0.89996 -1.72522 4.31926 -0.05 -0.12 -0.17 0.1497
H 0.62805 -3.10039 3.22644 -0.05 0.12 0.04 0.1459
H -0.69173 -3.21210 1.34654 0.11 0.00 -0.02 0.1142
H -2.56286 -3.94151 -0.04421 0.02 -0.04 -0.08 0.1043
H -4.88900 -3.51906 0.67203 -0.06 -0.03 -0.07 0.1023
H -5.33760 -2.36620 2.78098 -0.08 0.04 0.07 0.0921
H -5.64087 -0.54323 4.21216 -0.14 0.03 -0.01 0.0367
H -5.35954 -0.60235 5.96487 -0.02 0.03 0.05 0.0285
H -5.67339 -2.11104 5.08212 -0.14 -0.02 0.01 0.0363
```
Forces are in eV/Å.


DFT (wB97M-V/def2-TZVPD) results for 3 unconnected molecules or ions with the total composition C3H13NO2S in a non-equilibrium geometry.

Properties
Highest occupied orbital energy (eV): -9.0
Relative energy (zero: lowest compared OMol25 entry of this formula, charge and spin) (kJ/mol): 86.00
SMILES: NCCCS.O.O
Gap between HOMO and LUMO (eV): 9.8

```
20
Properties=species:S:1:pos:R:3:forces:R:3:lowdin_charge:R:1
N 1.32395 1.26873 -0.86934 -0.26 0.30 0.54 -0.0105
C 1.13080 0.04834 -1.63473 -0.03 -0.84 0.59 -0.2965
C 0.70424 -1.17716 -0.81553 0.68 -0.61 0.12 -0.2761
C 1.09761 -2.48670 -1.50085 -0.11 -0.29 -0.68 -0.6031
S 1.11240 -3.95003 -0.43091 -0.13 -0.06 0.19 0.6881
H 1.27770 1.06993 0.12579 0.11 0.08 -0.14 0.0583
H 0.63324 1.99300 -1.04005 0.07 -0.31 -0.16 0.0640
H 0.32453 0.14380 -2.35033 0.31 0.40 -0.72 0.1118
H 2.08525 -0.25549 -2.07490 -0.17 0.38 -0.51 0.1001
H 1.19233 -1.19311 0.17009 -0.26 0.33 -0.08 0.0924
H -0.37165 -1.22710 -0.72497 -0.30 0.26 0.58 0.1056
H 2.02515 -2.46378 -2.07644 0.23 0.36 0.43 0.0619
H 0.35771 -2.73549 -2.25822 -0.23 0.00 -0.09 0.0612
H 1.42520 -3.33145 0.71602 0.08 0.01 -0.05 -0.1569
O -0.70002 4.99145 4.96054 -0.21 -0.11 0.05 -0.0604
H -0.80775 5.86822 4.57983 0.17 -0.05 0.02 0.0314
H 0.24319 4.83321 5.04856 0.03 0.16 -0.07 0.0291
O -4.64844 3.48482 -0.22226 -0.44 0.21 -0.64 -0.0696
H -5.16189 2.69128 -0.41324 0.13 -0.09 0.20 0.0302
H -4.98079 4.09859 -0.90042 0.31 -0.13 0.43 0.0393
```
Forces are in eV/Å.


DFT (wB97M-V/def2-TZVPD) results for a gas-phase ion, C8H7ClNO4S (charge -1) in a non-equilibrium geometry.

Properties
Net charge: -1
Highest occupied orbital energy (eV): -4.5
Relative energy (zero: lowest compared OMol25 entry of this formula, charge and spin) (kJ/mol): 86.28
SMILES: O=C(O)NC(Cl)=[S@@](=O)([O-])c1ccccc1
Gap between HOMO and LUMO (eV): 7.8

```
22
Properties=species:S:1:pos:R:3:forces:R:3:lowdin_charge:R:1
O 1.95692 -2.90174 -1.51966 -1.02 0.66 1.53 0.0248
C 2.08451 -2.17158 -0.52841 2.40 -0.99 -2.47 -0.6288
O 1.86559 -2.54902 0.71460 -1.68 -2.15 0.30 0.0982
N 2.70739 -0.97401 -0.65056 0.61 0.09 -1.30 -0.0930
C 2.96687 -0.23201 0.48526 0.09 2.91 -0.18 -0.6646
Cl 4.82507 0.21829 0.51990 -0.14 -0.32 0.00 0.3561
S 2.32562 1.46253 -0.14617 -1.24 -2.73 1.43 0.6081
O 2.39287 2.39306 0.95353 0.61 1.13 -0.45 -0.3780
O 2.73124 1.72425 -1.50469 0.30 0.84 -0.50 -0.3751
C 0.54130 1.00434 -0.19999 -0.06 0.45 0.73 -0.2624
C 0.08650 0.80397 1.10053 1.16 -0.65 -0.47 -0.0692
C -1.20250 0.33750 1.39562 2.87 1.34 -0.54 -0.0804
C -2.01565 0.29176 0.33073 -2.22 -0.41 -2.54 -0.1152
C -1.60697 0.45906 -1.03570 0.03 0.24 0.54 -0.0659
C -0.30099 0.84862 -1.29928 -0.08 -0.39 1.80 -0.0622
H 2.46542 -2.22066 1.38259 0.31 1.27 -0.14 0.0920
H 3.06819 -0.66208 -1.58703 -0.74 -0.76 1.11 0.1558
H 0.94637 0.94596 1.74156 -0.76 -0.23 1.13 0.0863
H -1.46445 0.08182 2.38237 -0.58 -0.06 0.97 0.0907
H -3.06760 0.16327 0.55399 -0.20 -0.51 -0.39 0.0914
H -2.25758 0.28156 -1.91161 0.01 0.23 0.94 0.1017
H 0.08758 1.03969 -2.25049 0.33 0.04 -1.48 0.0898
```
Forces are in eV/Å.